Entry 1:
Formula: C7H10N4
Source: the Open Molecules 2025 dataset
Level of theory: ωB97M-V with the def2-TZVPD basis set

Geometry (Å):
1 C 2.299 -0.446 0.858
2 N 1.134 -0.766 0.097
3 N 0.528 -1.919 0.248
4 C -0.694 -1.968 -0.135
5 C -1.068 -0.643 -0.797
6 N -2.389 -0.054 -0.432
7 C -2.487 0.781 0.499
8 C -1.295 1.107 1.295
9 N -0.119 0.876 0.922
10 C 0.132 0.220 -0.318
11 C 0.730 1.086 -1.356
12 H 2.273 0.711 0.971
13 H 2.236 -1.006 1.813
14 H 3.190 -0.700 0.110
15 H -1.124 -2.988 -0.363
16 H -1.162 -0.746 -1.914
17 H -3.433 1.261 0.783
18 H -1.345 1.558 2.339
19 H 1.799 0.996 -1.129
20 H 0.299 2.052 -1.216
21 H 0.495 0.587 -2.275

**Energy above the lowest of the compared OMol25 structures with the same formula, charge and spin**: 3.659 eV
**Strongest force on any atom**: 0.051 Eh/bohr
**Energy**: -13378.19599 eV
**SMILES string**: CN1N=C[C@H]2N=CC=N[C@]21C
**Kohn-Sham gap**: 8.35 eV
**HOMO level**: -8.1449 eV
**Spin multiplicity**: 1

---

Entry 2:
Formula: C7H10N4O
Source: the Open Molecules 2025 dataset
Level of theory: ωB97M-V with the def2-TZVPD basis set

Geometry (Å):
1 N 3.538 -2.808 -1.105
2 C 3.591 -1.756 -0.625
3 C 3.629 -0.381 -0.158
4 C 2.616 0.506 -0.262
5 C 2.714 1.906 0.073
6 N 2.735 3.067 0.220
7 H 4.573 -0.024 0.261
8 H 1.668 0.194 -0.682
9 C -2.544 1.721 -0.912
10 N -1.842 0.613 -0.332
11 C -2.357 -0.656 -0.315
12 O -3.277 -0.981 -1.062
13 N -1.880 -1.477 0.690
14 C -0.753 -1.137 1.540
15 H -1.839 2.542 -1.070
16 H -3.333 2.096 -0.236
17 H -3.026 1.407 -1.856
18 H -0.872 0.728 -0.061
19 H -1.996 -2.452 0.498
20 H -0.766 -0.092 1.862
21 H -0.806 -1.709 2.491
22 H 0.229 -1.308 1.040

**Energy above the lowest of the compared OMol25 structures with the same formula, charge and spin**: 1.935 eV
**Strongest force on any atom**: 0.051 Eh/bohr
**Energy**: -15427.66051 eV
**SMILES string**: N#C/C=C/C#N.CNC(=O)NC
**Kohn-Sham gap**: 8.18 eV
**HOMO level**: -9.5969 eV
**Spin multiplicity**: 1

---

Calculated LUMO energy, 0.007 -0.052 Eh (same order as the records).